The following is a DFT calculation (ωB97M-V/def2-TZVPD) of 4 unconnected molecules or ions with the total composition C5H15NO3.

XYZ file:
```
24
Properties=species:S:1:pos:R:3:mulliken_charge:R:1
C 0.771 1.918 0.822 -1.064
C -0.592 1.175 0.811 0.021
C -1.259 1.114 -0.528 -0.046
C -0.617 0.745 -1.694 -0.041
N -1.387 0.581 -2.899 -0.207
C -1.906 -0.542 -3.065 -0.142
H 1.593 1.449 0.338 0.267
H 1.016 2.318 1.841 0.364
H 0.463 2.961 0.372 0.322
H -1.460 1.769 1.491 0.337
H -0.460 0.239 1.391 -0.083
H -2.294 1.246 -0.429 0.411
H 0.468 0.689 -1.736 0.347
H -2.210 -0.948 -4.075 0.257
H -1.959 -1.423 -2.473 0.311
H -1.974 -1.718 2.562 0.305
H -0.514 -1.478 3.224 0.306
O -1.061 -2.102 2.771 -0.616
H 1.077 -1.552 0.115 0.246
H 1.809 -2.573 0.942 0.331
O 1.198 -2.491 0.276 -0.579
H 2.439 -0.296 -0.273 0.199
H 3.779 -0.669 -0.145 0.301
O 3.080 -0.412 0.362 -0.550
```

The HOMO-LUMO gap (alpha / beta) comes out at 0.352 / 0.211 Eh. The value obtained for the lowest unoccupied orbital energy (alpha / beta) is -4.51 / -8.35 eV. The molecular weight comes out at 137.2 g mol⁻¹. The energy comes out at -13048.6722 eV. Its spin multiplicity is 2. Its HOMO energy (alpha / beta) is -0.518 / -0.518 Eh. Its total charge is +1. The maximum force is 4.69 eV/A.

---

The following is a DFT calculation (ωB97M-V/def2-TZVPD) of 2 unconnected molecules or ions with the total composition C5H15NO3.

XYZ file:
```
24
Properties=species:S:1:pos:R:3:mulliken_charge:R:1
C 1.875 0.758 1.717 -0.810
N 1.559 0.226 0.410 0.048
C 0.162 0.150 0.063 -0.330
C -0.047 0.596 -1.414 0.295
C 0.538 -0.336 -2.458 -1.474
O -1.454 0.706 -1.562 -0.594
C -0.395 -1.277 0.335 -0.741
O -1.786 -1.174 0.381 -0.598
H 1.333 0.254 2.528 0.358
H 1.611 1.816 1.781 0.331
H 2.947 0.682 1.891 0.379
H 2.061 -0.645 0.212 0.382
H -0.384 0.844 0.705 0.592
H 0.392 1.593 -1.519 0.351
H -0.018 -1.273 -2.515 0.408
H 1.584 -0.586 -2.257 0.346
H 0.520 0.105 -3.453 0.438
H -1.727 0.726 -2.489 0.360
H -0.060 -1.994 -0.415 0.378
H -0.119 -1.618 1.333 0.414
H -2.098 -0.646 -0.365 0.444
H -1.908 -0.098 1.780 0.383
H -2.733 0.634 2.818 0.291
O -1.852 0.559 2.491 -0.651
```

The HOMO-LUMO gap (alpha / beta) comes out at 0.419 / 0.232 Eh. The value obtained for the lowest unoccupied orbital energy (alpha / beta) is -2.99 / -8.08 eV. The molecular weight comes out at 137.2 g mol⁻¹. The energy comes out at -13052.1244 eV. Its spin multiplicity is 2. Its HOMO energy (alpha / beta) is -0.529 / -0.529 Eh. Its total charge is +1. The maximum force is 2.75 eV/A.

---

The following is a DFT calculation (ωB97M-V/def2-TZVPD) of 2 unconnected molecules or ions with the total composition C5H15NOS.

XYZ file:
```
23
Properties=species:S:1:pos:R:3:mulliken_charge:R:1
C 2.276 0.569 1.239 -0.699
N 1.751 1.382 0.116 -0.354
C 0.245 1.378 0.245 -0.824
C -0.584 0.377 -0.591 -0.417
C -1.915 0.150 0.098 -0.517
C -2.889 0.904 -0.785 -0.752
S -3.842 -0.254 -2.130 -0.252
H 1.768 1.057 2.251 0.251
H 2.176 -0.605 1.054 0.197
H 3.334 0.812 1.455 0.315
H 2.063 0.914 -0.778 0.294
H -0.040 1.250 1.314 0.285
H -0.212 2.427 0.248 0.274
H -0.158 -0.603 -0.823 0.328
H -0.691 0.826 -1.590 0.344
H -2.310 -0.828 0.219 0.451
H -1.817 0.728 1.048 0.252
H -2.411 1.635 -1.449 0.338
H -3.850 1.341 -0.402 0.378
H -2.878 -1.121 -2.556 0.108
O 3.543 -3.820 0.534 -0.652
H 3.347 -4.597 -0.101 0.330
H 3.093 -3.923 1.384 0.323
```

The HOMO-LUMO gap comes out at 0.352 Eh. The value obtained for the lowest unoccupied orbital energy is 0.64 eV. The molecular weight comes out at 137.2 g mol⁻¹. The energy comes out at -19798.5350 eV. Its spin multiplicity is 1. Its HOMO energy is -0.329 Eh. Its total charge is 0. The maximum force is 3.57 eV/A.

---

The following is a DFT calculation (ωB97M-V/def2-TZVPD) of 2 unconnected molecules or ions with the total composition C5H15NSi.

XYZ file:
```
22
Properties=species:S:1:pos:R:3:mulliken_charge:R:1
C -0.530 -1.953 1.195 -1.320
C 1.173 0.819 -3.479 -1.113
C -0.457 -0.771 2.140 0.683
C 0.792 0.507 -2.065 -0.332
C -1.821 -0.057 2.178 -1.135
N 1.018 1.674 0.408 -0.426
Si 2.063 0.814 -0.657 -0.192
H 0.420 -2.108 0.645 0.285
H -0.651 -2.914 1.602 0.380
H -1.242 -1.798 0.397 0.318
H 1.402 1.843 -3.769 0.363
H 2.059 0.213 -3.748 0.304
H 0.272 0.491 -4.099 0.272
H -0.016 -1.211 3.054 0.321
H 0.222 -0.146 1.550 -0.383
H 0.388 -0.591 -1.983 0.237
H 0.102 1.202 -1.699 0.296
H -1.751 1.085 2.187 0.289
H -2.486 -0.323 3.016 0.332
H 1.457 2.007 1.306 0.255
H 0.048 1.696 0.455 0.297
H -2.462 -0.479 1.366 0.270
```

The HOMO-LUMO gap comes out at 0.308 Eh. The value obtained for the lowest unoccupied orbital energy is 0.46 eV. The molecular weight comes out at 117.3 g mol⁻¹. The energy comes out at -14794.4518 eV. Its spin multiplicity is 1. Its HOMO energy is -0.291 Eh. Its total charge is 0. The maximum force is 3.48 eV/A.

---

The following is a DFT calculation (ωB97M-V/def2-TZVPD) of a single C5H15NSi molecule.

XYZ file:
```
22
Properties=species:S:1:pos:R:3:mulliken_charge:R:1
C -2.315 1.299 -0.619 -1.530
C -1.462 0.052 -0.310 0.463
C -2.096 -0.894 0.757 -1.373
N -0.173 0.444 0.230 -0.190
Si 1.333 -0.431 0.261 0.225
C 2.758 0.551 1.200 -1.065
C 1.576 -0.813 -1.516 -1.274
H -2.728 1.211 -1.566 0.391
H -3.074 1.724 0.001 0.348
H -1.591 2.099 -0.734 0.402
H -1.219 -0.522 -1.194 0.265
H -2.316 -0.517 1.713 0.381
H -1.343 -1.655 0.846 0.356
H -2.997 -1.359 0.304 0.377
H -0.293 1.022 1.178 0.249
H 1.247 -1.685 1.122 -0.155
H 3.342 1.341 0.656 0.306
H 2.221 0.957 1.919 0.316
H 3.523 -0.137 1.590 0.308
H 1.917 -1.805 -1.901 0.400
H 1.059 -0.436 -2.333 0.448
H 2.633 -0.444 -1.602 0.353
```

The HOMO-LUMO gap comes out at 0.355 Eh. The value obtained for the lowest unoccupied orbital energy is 1.02 eV. The molecular weight comes out at 117.3 g mol⁻¹. The energy comes out at -14795.3853 eV. Its spin multiplicity is 1. Its HOMO energy is -0.318 Eh. Its total charge is 0. The maximum force is 5.57 eV/A.

---

The following is a DFT calculation (ωB97M-V/def2-TZVPD) of 2 unconnected molecules or ions with the total composition C5H15NSi.

XYZ file:
```
22
Properties=species:S:1:pos:R:3:mulliken_charge:R:1
C -2.054 -0.080 -1.056 -1.602
C -1.775 1.076 1.231 -1.147
C 2.619 -0.234 1.366 -1.003
C 1.611 0.809 -1.607 -0.987
C -1.909 -0.229 0.401 0.798
N -0.968 -1.276 0.725 -0.636
Si 1.581 -0.469 -0.183 0.394
H -1.880 -1.016 -1.506 0.399
H -2.981 0.346 -1.205 0.510
H -1.394 0.607 -1.560 0.233
H -0.704 1.393 1.253 0.217
H -2.041 0.878 2.251 0.379
H -2.416 1.888 0.850 0.356
H 3.576 -0.777 1.307 0.312
H 2.833 0.771 1.487 0.329
H 2.037 -0.525 2.296 0.266
H 1.155 0.382 -2.487 0.272
H 0.974 1.688 -1.262 0.247
H 2.539 1.335 -1.733 0.386
H -2.949 -0.643 0.614 0.190
H -0.636 -1.057 1.667 0.291
H 2.100 -1.778 -0.573 -0.203
```

The HOMO-LUMO gap (alpha / beta) comes out at 0.256 / 0.329 Eh. The value obtained for the lowest unoccupied orbital energy (alpha / beta) is 0.95 / -1.26 eV. The molecular weight comes out at 117.3 g mol⁻¹. The energy comes out at -14791.4473 eV. Its spin multiplicity is 3. Its HOMO energy (alpha / beta) is -0.222 / -0.376 Eh. Its total charge is 0. The maximum force is 2.52 eV/A.

---

Listing relative energy (zero: lowest compared OMol25 entry of this formula, charge and spin) for the structures above in their given order: 440.5, 107.4, 270.3, 182.2, 92.1, 0.0 kJ/mol.